No. 1
The molecule C11H12O2 in a non-equilibrium geometry, computed with the ωB97M-V functional and the def2-TZVPD basis.

Computed properties:
Max |F|, eV Å⁻¹: 5.809
SMILES string: C=C=CCOc1ccc(CO)cc1
Relative energy (zero: lowest compared OMol25 entry of this formula, charge and spin), kcal/mol: 126.7
LUMO, eV: 0.76
Frontier orbital gap, eV: 9.0
HOMO level, eV: -8.23

```
! wB97M-V def2-TZVPD RIJCOSX def2/J DEFGRID3
* xyz 0 1
C -3.13 1.08 1.65
C -1.69 0.98 1.16
C -1.66 0.59 -0.17
C -0.37 0.20 -0.74
C 0.83 0.71 -0.06
C 2.29 0.23 -1.75
C 2.24 -1.21 -2.23
C 2.02 -2.26 -1.49
C 2.01 -3.09 -0.41
C 0.60 1.12 1.31
C -0.55 1.19 1.95
H -3.38 -0.74 0.76
H -3.17 0.93 2.83
H -3.51 2.04 1.42
H -2.55 0.28 -0.80
H -0.24 -0.01 -1.84
H 3.32 0.45 -1.86
H 1.54 0.80 -2.41
H 2.27 -1.26 -3.31
H 1.12 -3.75 0.02
H 3.07 -3.46 -0.11
H 1.46 1.30 2.02
H -0.61 1.16 3.18
O -3.95 0.07 1.00
O 2.08 0.56 -0.40
*
```

These are the natural (NBO) partial charges, in e, on atoms 1 to 2: atom 1 (C): -0.063, atom 2 (C): -0.107

***

No. 2
The molecule C11H12O5 in a non-equilibrium geometry, computed with the ωB97M-V functional and the def2-TZVPD basis.

Computed properties:
Max |F|, eV Å⁻¹: 5.723
SMILES string: C/C=C(/C=O)[C@@H]1CC(=O)OC=C1C(=O)OC
Relative energy (zero: lowest compared OMol25 entry of this formula, charge and spin), kcal/mol: 56.1
LUMO, eV: -0.29
Frontier orbital gap, eV: 9.2
HOMO level, eV: -9.45

```
! wB97M-V def2-TZVPD RIJCOSX def2/J DEFGRID3
* xyz 0 1
O -0.54 -1.90 -1.30
O -2.21 0.10 2.58
O 1.23 3.70 0.64
O -0.22 2.76 -0.86
O -1.46 -0.41 -2.83
C -0.70 -0.78 -1.76
C -1.42 0.30 1.63
C 0.80 2.70 0.09
C -0.54 1.62 -1.46
C -0.18 0.34 -0.99
C 0.54 -1.01 2.48
C -0.07 -0.25 1.45
C -2.17 -1.41 -3.54
C 2.00 -1.36 2.69
C 1.46 1.39 0.48
C 0.72 0.14 0.23
H -1.99 0.59 0.87
H -1.16 1.79 -2.29
H -0.10 -1.35 3.33
H -2.85 -0.97 -4.22
H -2.55 -2.18 -2.89
H -1.39 -1.91 -4.17
H 2.53 -1.23 1.83
H 2.39 -0.57 3.30
H 2.16 -2.34 3.17
H 2.43 1.38 0.00
H 1.72 1.45 1.54
H 1.56 -0.59 0.01
*
```

These are the natural (NBO) partial charges, in e, on atoms 1 to 2: atom 1 (O): -0.592, atom 2 (O): -0.523

***

No. 3
A structure of composition C11H13BCeClN in a non-equilibrium geometry, computed with the ωB97M-V functional and the def2-TZVPD basis.

Computed properties:
Max |F|, eV Å⁻¹: 6.401
LUMO (spin up / spin down), eV: -2.48 / -2.47
Frontier orbital gap (spin up / spin down), eV: 5.7 / 5.7
HOMO level (spin up / spin down), eV: -8.13 / -8.14

```
! wB97M-V def2-TZVPD RIJCOSX def2/J DEFGRID3
* xyz 0 1
C -2.71 -0.98 -0.24
C -1.94 -1.17 -1.45
C -1.51 0.12 -1.91
H -1.76 -2.14 -1.94
C -1.98 1.11 -1.00
C -2.75 0.45 0.04
H -3.20 0.91 0.92
H -3.14 -1.77 0.39
H -0.97 0.31 -2.84
H -1.85 2.19 -1.08
Ce -0.50 -0.39 0.53
Cl 0.12 -2.76 1.09
C 2.86 0.18 0.09
C 2.30 1.39 -0.41
C 1.66 1.09 -1.66
H 2.31 2.37 0.07
C 1.84 -0.31 -1.91
C 2.58 -0.86 -0.82
H 2.84 -1.91 -0.72
H 3.38 0.08 1.04
H 1.13 1.80 -2.30
H 1.45 -0.85 -2.78
B -0.01 0.11 5.16
C -0.06 0.37 3.71
N -0.11 0.58 2.54
H 1.00 -0.54 5.38
H -0.99 -0.55 5.45
H 0.00 1.19 5.75
*
```

These are the Mulliken partial charges, in e, on atoms 1 to 2: atom 1 (C): -0.343, atom 2 (C): -0.444

***

No. 4
A structure of composition C11H13Cl2F4MnN2 in a non-equilibrium geometry, computed with the ωB97M-V functional and the def2-TZVPD basis.

Computed properties:
Max |F|, eV Å⁻¹: 2.111
LUMO (spin up / spin down), eV: -8.37 / -9.53
Frontier orbital gap (spin up / spin down), eV: 7.6 / 6.5
HOMO level (spin up / spin down), eV: -15.93 / -16.02

```
! wB97M-V def2-TZVPD RIJCOSX def2/J DEFGRID3
* xyz 2 5
Mn 0.10 -0.75 -0.64
C -1.96 -1.15 0.95
N -1.91 -0.51 -0.40
C -2.89 -1.15 -1.31
C -2.21 0.95 -0.33
C -1.06 1.73 0.31
N 0.18 1.03 0.01
C 1.39 1.55 0.33
C 2.49 0.71 0.09
F 2.10 -0.55 -0.40
C 3.79 1.03 0.32
F 4.75 0.16 0.07
C 4.07 2.30 0.83
C 3.03 3.16 1.11
F 3.28 4.35 1.61
C 1.70 2.81 0.87
F 0.74 3.67 1.16
H -2.81 -0.78 1.53
H -1.05 -0.92 1.52
H -2.07 -2.22 0.84
H -3.90 -0.97 -0.95
H -2.72 -2.22 -1.34
H -2.80 -0.74 -2.31
H -3.14 1.11 0.21
H -2.35 1.30 -1.36
H -1.19 1.82 1.40
H -1.05 2.74 -0.09
H 5.10 2.60 1.03
Cl 0.22 -2.65 -1.67
C 0.19 -4.32 -1.00
Cl -1.39 -4.76 -0.37
H 0.93 -4.37 -0.20
H 0.45 -4.97 -1.83
*
```

These are the natural (NBO) partial charges, in e, on atoms 1 to 2: atom 1 (Mn): 1.258, atom 2 (C): -0.469

***

No. 5
A cluster of 2 separate species, C11H13ClN in total in a non-equilibrium geometry, computed with the ωB97M-V functional and the def2-TZVPD basis.

Computed properties:
Max |F|, eV Å⁻¹: 2.005
Relative energy (zero: lowest compared OMol25 entry of this formula, charge and spin), kcal/mol: 0.0
LUMO, eV: -5.53
Frontier orbital gap, eV: 7.3
HOMO level, eV: -12.83

```
! wB97M-V def2-TZVPD RIJCOSX def2/J DEFGRID3
* xyz 1 1
Cl -0.46 3.98 2.42
C -0.24 2.30 2.18
C -1.36 1.45 2.14
C -1.18 0.09 1.92
C 0.11 -0.46 1.72
C 0.27 -1.86 1.46
C 1.61 -2.54 1.37
C 1.30 -4.08 1.50
C -0.19 -4.12 1.69
C -0.73 -2.84 1.69
C 1.22 0.42 1.80
C 1.05 1.78 2.02
H -2.36 1.87 2.27
H -2.06 -0.56 1.90
H 2.02 -2.33 0.38
H 2.31 -2.21 2.14
H 1.63 -4.61 0.59
H 1.85 -4.52 2.35
H -0.74 -5.05 1.80
H -1.79 -2.61 1.86
H 2.23 0.02 1.68
H 1.91 2.45 2.06
N 0.63 -1.55 -1.06
H 0.53 -2.36 -1.68
H 1.22 -0.86 -1.54
H -0.30 -1.14 -0.94
*
```

These are the natural (NBO) partial charges, in e, on atoms 1 to 2: atom 1 (Cl): 0.100, atom 2 (C): 0.041

***

No. 6
A structure of composition C11H13F8MgN2O4S2Si in a non-equilibrium geometry, computed with the ωB97M-V functional and the def2-TZVPD basis.

Computed properties:
Max |F|, eV Å⁻¹: 3.716
Relative energy (zero: lowest compared OMol25 entry of this formula, charge and spin), kcal/mol: 2.6
LUMO, eV: 2.81
Frontier orbital gap, eV: 7.3
HOMO level, eV: -4.44

```
! wB97M-V def2-TZVPD RIJCOSX def2/J DEFGRID3
* xyz -1 1
Mg 0.59 -1.89 0.33
F -3.36 -3.73 -1.32
C -3.23 -2.63 -0.55
F -3.08 -3.05 0.76
F -4.36 -1.94 -0.63
S -1.68 -1.60 -1.14
O -1.23 -0.76 -0.02
O -0.60 -2.63 -1.34
N -2.17 -0.73 -2.33
S -1.54 -0.74 -3.88
O -0.11 -0.89 -3.89
O -2.32 -1.62 -4.72
C -1.98 0.97 -4.25
F -1.90 1.13 -5.60
F -3.28 1.31 -3.81
F -1.05 1.82 -3.74
C 2.20 0.82 3.92
Si 0.72 0.15 2.86
C -0.15 -1.21 3.86
C -0.73 1.37 2.48
N 1.38 -0.23 1.29
C 1.60 0.65 0.30
C 1.76 2.05 0.29
C 2.33 2.73 -0.79
C 2.49 2.10 -2.01
C 2.28 0.73 -2.07
C 2.01 0.09 -0.93
F 1.98 -1.26 -0.99
H 2.27 0.36 4.91
H 2.12 1.87 4.22
H 3.21 0.61 3.41
H -0.89 -0.84 4.58
H 0.55 -1.83 4.44
H -0.75 -1.83 3.19
H -1.23 0.97 1.57
H -0.50 2.45 2.30
H -1.47 1.38 3.28
H 1.51 2.54 1.22
H 2.55 3.80 -0.71
H 2.59 2.70 -2.96
H 2.38 0.09 -2.95
F 1.09 -3.32 1.38
*
```

These are the natural (NBO) partial charges, in e, on atoms 1 to 2: atom 1 (Mg): 1.815, atom 2 (F): -0.307

***

No. 7
The molecule C11H13N in a non-equilibrium geometry, computed with the ωB97M-V functional and the def2-TZVPD basis.

Computed properties:
Max |F|, eV Å⁻¹: 4.418
SMILES string: Cc1cccc2c1=CC(C)(C)N=2
Relative energy (zero: lowest compared OMol25 entry of this formula, charge and spin), kcal/mol: 57.5
LUMO, eV: -0.40
Frontier orbital gap, eV: 7.5
HOMO level, eV: -7.92

```
! wB97M-V def2-TZVPD RIJCOSX def2/J DEFGRID3
* xyz 0 1
C -2.80 -1.83 0.08
C -1.56 -2.33 0.13
C -3.02 -0.43 0.04
C 0.53 0.66 0.12
C -0.71 0.05 0.04
C -2.06 0.53 0.05
C -0.48 -1.40 0.03
C 1.49 -0.46 -0.08
C -2.19 2.06 0.09
C 2.42 -0.47 1.14
C 2.35 -0.39 -1.28
N 0.78 -1.72 0.03
H -3.64 -2.41 0.07
H -1.45 -3.35 0.20
H -4.01 -0.16 0.07
H 0.76 1.72 0.29
H -1.68 2.59 0.94
H -3.27 2.26 0.27
H -1.72 2.29 -0.93
H 3.15 -1.22 1.21
H 1.88 -0.45 1.98
H 3.06 0.51 1.27
H 3.11 -1.12 -1.42
H 2.97 0.61 -1.38
H 1.65 -0.35 -2.11
*
```

These are the natural (NBO) partial charges, in e, on atoms 1 to 2: atom 1 (C): -0.170, atom 2 (C): -0.206

***

No. 8
The ion C11H13N2 with charge +1 in a non-equilibrium geometry, computed with the ωB97M-V functional and the def2-TZVPD basis.

Computed properties:
Max |F|, eV Å⁻¹: 3.679
Relative energy (zero: lowest compared OMol25 entry of this formula, charge and spin), kcal/mol: 29.4
LUMO (spin up / spin down), eV: -4.23 / -6.26
Frontier orbital gap (spin up / spin down), eV: 7.1 / 6.4
HOMO level (spin up / spin down), eV: -11.33 / -12.68

```
! wB97M-V def2-TZVPD RIJCOSX def2/J DEFGRID3
* xyz 1 3
C 3.47 0.83 1.61
C 2.63 -0.03 2.32
C 0.23 1.09 -2.15
C 3.14 1.37 0.36
C 1.44 1.39 -1.60
C 1.31 -0.28 1.83
C -0.94 0.45 -1.73
C 1.87 0.95 -0.27
C 1.13 0.13 0.57
C -3.16 -1.30 -1.17
C -2.39 -1.08 1.13
N -1.09 -0.11 -0.52
N -2.18 -0.73 -0.22
H 4.42 1.08 1.99
H 3.02 -0.59 3.17
H 0.11 1.39 -3.20
H 3.69 2.04 -0.24
H 2.21 2.00 -2.08
H 0.60 -1.07 2.26
H -1.76 0.29 -2.32
H -3.84 -0.51 -1.43
H -2.44 -1.54 -2.03
H -3.74 -2.13 -0.71
H -3.38 -0.79 1.41
H -2.60 -2.12 1.17
H -1.74 -0.74 1.84
*
```

These are the natural (NBO) partial charges, in e, on atoms 1 to 2: atom 1 (C): -0.245, atom 2 (C): -0.093

***

Question: What is the max |F| in the eighth record?
Answer: 3.679 eV Å⁻¹

***

Question: max |F| of number 2 (C11H12O5)?
Answer: 5.723 eV Å⁻¹

***

Question: What is the max |F| in the eighth record?
Answer: 3.679 eV Å⁻¹